The following is a DFT calculation (wB97M-V/def2-TZVPD) of a molecular structure, C22H49HoN2OP3S at a distorted geometry.

Geometry (Å):
Ho  -0.18  0.44  -0.02
P  0.42  -2.86  -0.74
P  1.78  0.76  -2.11
P  -2.37  -1.11  1.41
H  -3.91  2.98  -4.08
C  -4.44  3.02  -3.12
C  -4.12  3.93  -2.20
H  -3.29  4.63  -2.33
C  -0.10  -4.22  -1.81
C  2.19  -2.62  -1.07
C  0.24  -3.44  0.96
C  1.77  2.49  -2.72
C  3.59  0.61  -1.87
C  1.56  -0.14  -3.70
C  -3.79  0.02  1.72
C  -2.05  -1.64  3.14
C  -3.29  -2.58  0.80
H  -5.37  2.45  -3.08
H  -4.83  4.19  -1.40
H  0.43  -5.12  -1.51
H  0.13  -4.00  -2.86
H  -1.18  -4.38  -1.70
H  2.70  -3.58  -0.89
H  2.63  -1.88  -0.38
H  2.40  -2.32  -2.10
H  1.07  -4.09  1.28
H  -0.69  -4.02  1.07
H  0.20  -2.60  1.66
H  2.76  2.74  -3.12
H  1.54  3.15  -1.88
H  1.00  2.63  -3.49
H  4.04  -0.03  -2.64
H  3.79  0.17  -0.88
H  4.07  1.60  -1.91
H  2.46  -0.01  -4.32
H  0.69  0.25  -4.24
H  1.39  -1.21  -3.54
H  -4.68  -0.55  2.03
H  -4.03  0.58  0.81
H  -3.51  0.73  2.50
H  -2.97  -2.09  3.57
H  -1.77  -0.76  3.74
H  -1.24  -2.37  3.18
H  -4.30  -2.57  1.24
H  -2.80  -3.53  1.04
H  -3.39  -2.51  -0.29
C  -1.76  2.10  -1.29
C  -2.08  0.76  -1.75
C  -1.87  0.43  -3.11
C  -1.50  1.41  -4.02
C  -1.36  2.75  -3.61
C  -1.38  3.07  -2.26
S  -1.78  2.49  0.40
H  -0.47  -1.74  -1.13
H  -2.72  0.11  -1.14
H  -2.06  -0.60  -3.45
H  -1.34  1.18  -5.09
H  -1.20  3.54  -4.36
H  -1.17  4.09  -1.93
C  3.06  -1.78  2.43
N  2.64  -0.66  3.27
C  3.06  -0.73  4.66
C  1.87  0.31  2.73
O  1.23  0.09  1.62
N  1.73  1.50  3.32
C  2.47  1.98  4.47
C  0.92  2.50  2.62
H  3.86  -2.30  2.98
H  3.47  -1.45  1.46
H  2.24  -2.49  2.26
H  3.95  -0.12  4.88
H  2.25  -0.48  5.37
H  3.33  -1.78  4.83
H  2.27  3.05  4.56
H  2.12  1.51  5.41
H  3.56  1.84  4.37
H  1.23  2.61  1.58
H  -0.14  2.22  2.66
H  1.04  3.46  3.12

## Properties
HOMO level (spin up / spin down) in eV: -15.9 / -15.9
Gap between HOMO and LUMO (spin up / spin down) in eV: 6.81 / 6.89
E_tot in eV: -93112.2541
Multiplicity: 5
Total charge: +3

The following is a DFT calculation (wB97M-V/def2-TZVPD) of a molecular structure, C22H49N2P3PbSSe at a distorted geometry.

Geometry (Å):
Pb  0.01  -2.34  -2.16
P  -0.10  1.52  1.12
P  -2.52  0.27  -0.56
P  2.28  -0.46  -0.44
H  -1.49  -3.64  -5.83
C  -0.69  -4.20  -5.34
C  -0.65  -4.25  -3.98
H  -1.43  -3.79  -3.35
C  0.33  3.17  0.40
C  -1.35  2.08  2.38
C  1.35  1.45  2.28
C  -3.30  -0.64  -1.96
C  -3.76  -0.17  0.72
C  -3.07  1.98  -1.04
C  2.67  -1.45  -1.96
C  3.28  -1.35  0.81
C  3.34  0.97  -0.90
H  -0.02  -4.61  -6.10
H  0.15  -4.80  -3.48
H  0.51  3.89  1.22
H  -0.50  3.52  -0.23
H  1.24  3.06  -0.21
H  -0.90  2.86  3.02
H  -1.65  1.22  3.00
H  -2.24  2.50  1.88
H  1.25  2.25  3.04
H  2.29  1.56  1.73
H  1.36  0.48  2.80
H  -4.38  -0.40  -1.95
H  -3.16  -1.73  -1.82
H  -2.85  -0.31  -2.92
H  -4.77  0.08  0.35
H  -3.55  0.35  1.67
H  -3.70  -1.26  0.90
H  -4.16  1.93  -1.16
H  -2.58  2.23  -2.00
H  -2.79  2.70  -0.26
H  3.75  -1.40  -2.13
H  2.16  -0.99  -2.84
H  2.44  -2.54  -1.88
H  4.26  -1.64  0.39
H  2.76  -2.26  1.15
H  3.45  -0.71  1.70
H  4.35  0.60  -1.10
H  3.37  1.75  -0.12
H  2.95  1.45  -1.82
C  0.17  1.11  -5.02
C  -0.27  -0.23  -4.85
C  -0.14  -1.10  -5.94
C  0.31  -0.74  -7.20
C  0.91  0.52  -7.33
C  0.84  1.40  -6.22
Se  -0.08  2.70  -3.91
H  1.36  2.67  -3.57
H  -0.70  -0.61  -3.89
H  -0.36  -2.14  -5.72
H  0.28  -1.46  -8.06
H  1.37  0.80  -8.30
H  1.18  2.42  -6.33
C  1.94  0.38  5.84
C  1.60  -1.04  5.42
N  0.39  -1.15  4.54
C  0.49  -1.92  3.42
S  -0.11  -1.34  1.84
N  0.94  -3.18  3.62
C  1.01  -3.85  4.91
C  -0.24  -3.89  5.79
H  2.12  1.04  4.98
H  2.83  0.36  6.47
H  1.16  0.79  6.49
H  2.43  -1.50  4.88
H  1.44  -1.66  6.31
H  -0.13  -0.26  4.41
H  0.79  -3.78  2.80
H  1.30  -4.88  4.68
H  1.85  -3.49  5.51
H  -1.16  -4.07  5.21
H  -0.10  -4.69  6.53
H  -0.40  -2.95  6.33

## Properties
HOMO level (spin up / spin down) in eV: -18.3 / -18.3
Gap between HOMO and LUMO (spin up / spin down) in eV: 3.84 / 4.06
E_tot in eV: -135839.2173
Total charge: +4

The following is a DFT calculation (wB97M-V/def2-TZVPD) of a molecular structure, C22H49NO9Si2 at a distorted geometry.

Geometry (Å):
C  -2.57  -1.82  1.58
N  -2.62  -0.35  1.83
C  -3.30  0.35  0.71
C  -1.29  0.16  2.09
O  -0.61  -0.44  2.97
C  -0.63  1.43  1.41
Si  0.38  1.06  -0.17
O  0.57  2.56  -1.02
O  2.00  0.49  0.16
Si  2.77  0.38  -1.40
H  -2.74  -2.38  2.57
H  -1.55  -2.11  1.15
H  -3.41  -2.08  0.87
H  -4.35  -0.11  0.63
H  -2.82  0.17  -0.32
H  -3.47  1.46  0.89
H  0.08  1.91  2.18
H  -1.40  2.23  1.17
H  -0.23  0.03  -1.03
H  1.06  3.13  -0.37
H  3.56  -0.84  -1.57
H  3.64  1.52  -1.69
H  1.72  0.39  -2.43
C  0.62  -3.77  -3.74
C  1.72  -2.93  -4.34
O  2.49  -2.31  -3.64
C  1.82  -2.90  -5.84
H  0.66  -3.70  -2.65
H  -0.36  -3.40  -4.07
H  0.75  -4.81  -4.03
H  0.90  -2.49  -6.27
H  2.00  -3.90  -6.22
H  2.65  -2.25  -6.13
C  -3.20  -4.06  6.91
C  -3.44  -3.18  5.70
O  -3.75  -3.66  4.63
C  -3.27  -1.70  5.89
H  -3.35  -5.10  6.63
H  -2.17  -3.93  7.26
H  -3.90  -3.80  7.70
H  -2.25  -1.47  6.19
H  -3.98  -1.33  6.64
H  -3.48  -1.19  4.94
C  7.21  2.88  -4.49
C  6.42  1.89  -3.68
O  5.55  2.25  -2.91
C  6.74  0.43  -3.86
H  6.87  3.89  -4.26
H  8.27  2.80  -4.25
H  7.05  2.69  -5.56
H  7.78  0.24  -3.59
H  6.56  0.14  -4.90
H  6.09  -0.17  -3.22
C  -3.38  -0.80  10.64
C  -3.68  -0.15  9.32
O  -4.44  -0.67  8.52
C  -3.01  1.16  9.02
H  -3.93  -1.74  10.72
H  -2.31  -1.02  10.71
H  -3.69  -0.15  11.46
H  -1.93  1.04  9.02
H  -3.30  1.91  9.76
H  -3.32  1.51  8.03
C  9.21  3.39  -8.50
C  7.76  3.00  -8.62
O  7.28  2.10  -7.96
C  6.92  3.77  -9.61
H  9.69  2.75  -7.75
H  9.71  3.25  -9.46
H  9.28  4.43  -8.17
H  7.32  3.65  -10.61
H  6.89  4.82  -9.33
H  5.90  3.38  -9.59
C  -7.81  -0.20  1.94
C  -7.51  0.40  0.59
O  -6.39  0.76  0.30
C  -8.65  0.52  -0.39
H  -6.90  -0.23  2.54
H  -8.55  0.41  2.46
H  -8.18  -1.22  1.82
H  -9.43  1.16  0.03
H  -9.05  -0.47  -0.61
H  -8.28  0.96  -1.31

## Properties
HOMO level in eV: -8.8
Gap between HOMO and LUMO in eV: 9.54
E_tot in eV: -59283.0628
Total charge: 0

The following is a DFT calculation (wB97M-V/def2-TZVPD) of 3 unconnected molecules or ions with the total composition C22H50Br2N3O5S at a distorted geometry.

Geometry (Å):
C  -1.61  5.88  -4.77
C  -1.85  4.50  -5.37
S  -0.58  3.27  -4.97
C  -1.25  2.42  -3.53
N  -0.38  2.47  -2.30
C  0.86  1.62  -2.43
C  2.13  2.39  -2.74
O  2.27  3.51  -1.89
C  1.24  4.42  -2.21
C  -0.12  3.88  -1.79
C  -0.39  3.97  -0.28
Br  0.51  2.57  0.74
C  -1.93  4.01  -0.02
C  -2.23  4.92  1.17
Br  -2.70  2.25  0.28
H  -1.19  5.85  -3.77
H  -2.56  6.41  -4.71
H  -0.95  6.49  -5.38
H  -1.83  4.57  -6.45
H  -2.83  4.13  -5.10
H  -1.35  1.37  -3.77
H  -2.23  2.82  -3.27
H  -0.96  2.03  -1.57
H  0.99  1.08  -1.50
H  0.69  0.86  -3.18
H  2.98  1.74  -2.54
H  2.12  2.70  -3.78
H  1.29  4.64  -3.27
H  1.38  5.36  -1.69
H  -0.86  4.52  -2.25
H  0.07  4.88  0.07
H  -2.38  4.43  -0.90
H  -2.01  4.39  2.09
H  -1.63  5.81  1.09
H  -3.29  5.15  1.16
C  -4.56  -0.44  1.89
O  -3.77  -1.12  0.93
C  -2.36  -1.04  1.15
C  -1.80  -2.38  1.57
N  -2.24  -2.74  2.91
C  -1.91  -4.10  3.30
C  -2.58  -5.25  2.54
O  -3.98  -5.33  2.74
C  -4.77  -4.55  1.87
H  -5.59  -0.47  1.54
H  -4.51  -0.92  2.87
H  -4.26  0.61  2.00
H  -2.12  -0.27  1.89
H  -1.90  -0.75  0.20
H  -0.71  -2.33  1.55
H  -2.12  -3.12  0.81
H  -3.24  -2.62  2.97
H  -2.19  -4.21  4.36
H  -0.83  -4.23  3.25
H  -2.16  -6.18  2.94
H  -2.34  -5.23  1.47
H  -4.30  -4.44  0.89
H  -4.98  -3.56  2.29
H  -5.72  -5.06  1.74
C  2.02  -1.01  2.65
O  1.88  -2.10  1.76
C  2.09  -1.77  0.39
C  3.36  -2.41  -0.14
N  4.54  -1.79  0.45
C  5.80  -2.48  0.15
C  5.99  -3.89  0.69
O  6.08  -3.96  2.10
C  4.85  -4.07  2.79
H  1.70  -1.34  3.63
H  3.06  -0.68  2.71
H  1.39  -0.17  2.34
H  2.13  -0.68  0.25
H  1.24  -2.16  -0.17
H  3.40  -2.27  -1.23
H  3.30  -3.48  0.06
H  4.42  -1.76  1.45
H  6.60  -1.86  0.55
H  5.93  -2.50  -0.94
H  6.95  -4.25  0.32
H  5.22  -4.59  0.32
H  4.10  -4.62  2.21
H  4.45  -3.09  3.07
H  5.03  -4.62  3.71

## Properties
HOMO level in eV: -10.3
Gap between HOMO and LUMO in eV: 7.89
E_tot in eV: -189243.4149
Total charge: +1

The following is a DFT calculation (wB97M-V/def2-TZVPD) of a molecular structure, C22H50Cl2MnN10.

Geometry (Å):
Mn  -0.13  -0.25  0.57
C  2.75  0.91  -2.44
N  2.17  -0.27  -1.82
C  1.39  -1.12  -2.73
C  2.58  -0.74  -0.61
N  1.70  -1.34  0.17
C  2.20  -2.38  1.07
C  1.16  -3.48  1.21
N  -0.15  -2.89  1.54
C  -1.29  -3.24  0.64
C  -2.45  -2.26  0.73
N  -2.06  -0.97  0.16
C  -3.02  -0.19  -0.30
N  -2.70  0.79  -1.20
C  -1.55  0.65  -2.06
C  -3.30  2.11  -1.14
N  -4.31  -0.29  0.07
C  -5.41  0.01  -0.86
C  -4.72  -0.61  1.43
C  -0.23  -2.07  2.52
C  0.32  1.82  1.01
N  1.37  2.56  1.21
C  1.19  3.89  1.55
N  0.70  4.20  2.74
C  0.66  3.21  3.83
C  0.01  5.45  3.04
N  1.58  4.81  0.67
C  2.10  6.13  1.06
C  1.84  4.46  -0.72
N  3.86  -0.51  -0.23
C  4.98  -0.56  -1.17
C  4.19  -0.22  1.15
H  1.95  1.49  -2.89
H  3.47  0.66  -3.22
H  3.24  1.52  -1.68
H  0.66  -0.52  -3.26
H  0.89  -1.90  -2.16
H  2.05  -1.58  -3.47
H  2.47  -2.02  2.07
H  3.11  -2.83  0.66
H  1.45  -4.16  2.01
H  1.06  -4.04  0.28
H  -1.60  -4.26  0.89
H  -0.89  -3.24  -0.38
H  -2.78  -2.18  1.77
H  -3.27  -2.69  0.16
H  -0.64  1.11  -1.64
H  -1.75  1.16  -3.01
H  -1.37  -0.40  -2.27
H  -3.97  2.18  -0.30
H  -3.84  2.35  -2.06
H  -2.51  2.86  -1.01
H  -5.03  0.07  -1.87
H  -5.91  0.94  -0.60
H  -6.13  -0.80  -0.80
H  -3.89  -0.44  2.12
H  -5.09  -1.64  1.52
H  -5.53  0.06  1.71
H  1.65  -0.63  3.42
H  -1.19  -1.60  2.71
H  1.76  -0.72  5.36
H  -0.64  2.37  1.12
H  0.87  3.74  4.76
H  1.44  2.47  3.66
H  -0.30  2.71  3.88
H  -0.25  5.97  2.13
H  0.61  6.11  3.68
H  -0.90  5.20  3.57
H  2.30  6.15  2.13
H  1.40  6.93  0.81
H  3.03  6.29  0.53
H  1.65  5.33  -1.34
H  1.18  3.66  -1.04
H  2.88  4.14  -0.85
H  4.66  -0.99  -2.11
H  5.75  -1.21  -0.75
H  5.41  0.43  -1.34
H  3.30  0.18  1.65
H  4.95  0.56  1.16
H  4.58  -1.09  1.69
Cl  -1.64  0.83  3.10
C  1.71  -2.88  4.58
Cl  1.01  -1.29  4.38
H  0.84  -3.51  4.42
H  2.15  -2.86  5.58

## Properties
HOMO level (spin up / spin down) in eV: -12.9 / -13.4
Gap between HOMO and LUMO (spin up / spin down) in eV: 7.53 / 7.81
E_tot in eV: -94868.8029
Multiplicity: 6
Total charge: +2

The following is a DFT calculation (wB97M-V/def2-TZVPD) of a molecular structure, C22H50HgP2Si2 at a distorted geometry.

Geometry (Å):
P  3.30  2.17  0.80
P  1.40  -0.39  -1.79
C  4.00  1.08  -0.45
C  3.15  0.61  -1.64
H  4.55  0.30  0.09
H  4.85  1.69  -0.82
H  3.02  1.45  -2.32
H  3.82  -0.13  -2.10
C  2.47  -1.77  -0.96
H  1.92  -2.65  -0.59
H  3.09  -1.43  -0.10
H  3.20  -2.10  -1.72
C  1.61  -0.48  -3.55
H  2.64  -0.56  -3.83
H  1.19  0.36  -4.09
H  1.03  -1.34  -3.86
C  4.54  3.03  1.88
H  4.13  4.02  2.18
H  5.48  3.20  1.34
H  4.78  2.52  2.82
C  3.68  3.80  -0.39
H  3.29  3.73  -1.41
H  4.75  3.99  -0.43
H  3.21  4.68  0.08
Hg  -1.05  -0.15  -1.98
C  1.87  0.05  1.91
C  2.90  0.90  2.34
C  2.26  1.47  3.65
C  1.44  2.81  3.50
C  1.46  3.57  2.26
C  1.67  3.00  0.94
C  0.80  1.86  0.43
C  0.65  0.70  1.39
C  -2.04  1.61  -0.82
H  2.05  -0.94  1.64
H  3.89  0.40  2.45
H  2.98  1.55  4.49
H  1.50  0.73  4.01
H  0.40  2.49  3.75
H  1.84  3.41  4.33
H  1.23  4.61  2.16
H  1.54  3.79  0.16
H  1.17  1.59  -0.54
H  -0.18  2.28  0.20
H  0.12  1.18  2.24
H  -0.19  0.10  1.01
H  -3.05  1.71  -1.27
H  -1.69  2.66  -0.72
H  -2.11  1.26  0.25
C  -3.94  -0.98  1.54
Si  -4.37  -1.16  -0.28
C  -5.58  -2.59  -0.22
C  -5.44  0.24  -0.93
C  -2.85  -1.49  -1.44
Si  -2.26  -3.23  -1.22
C  -3.56  -4.44  -1.93
C  -0.62  -3.42  -2.14
C  -2.04  -3.80  0.55
H  -4.74  -1.44  2.13
H  -3.90  0.08  1.84
H  -2.99  -1.44  1.83
H  -6.55  -2.18  0.11
H  -5.75  -3.06  -1.19
H  -5.30  -3.37  0.50
H  -5.40  1.14  -0.31
H  -5.19  0.51  -1.95
H  -6.48  -0.12  -0.92
H  -3.32  -1.43  -2.45
H  -3.92  -4.08  -2.90
H  -3.11  -5.43  -2.05
H  -4.43  -4.55  -1.26
H  0.23  -3.20  -1.49
H  -0.52  -4.45  -2.51
H  -0.60  -2.73  -3.00
H  -1.72  -3.00  1.22
H  -2.96  -4.23  0.98
H  -1.27  -4.58  0.58

## Properties
HOMO level (spin up / spin down) in eV: -6.3 / -6.6
Gap between HOMO and LUMO (spin up / spin down) in eV: 5.78 / 6.04
E_tot in eV: -62123.8666
Total charge: 0